Molecular formula: C18H16B3O17P
Method: DFT, ωB97M-V/def2-TZVPD

The strongest force on any atom comes out at 1.0 eV/Å. The SMILES is O=C1C=C(O)C(=O)C=C1O.O=C1C=C(O)C(=O)C=C1O.O=C1C=C(O)C(=O)C=C1O.OP(O)B1OBOBO1. The calculation puts the HOMO energy at -9.3 eV. As for the LUMO energy: -1.6 eV.

```
! wB97M-V def2-TZVPD RIJCOSX def2/J DEFGRID3
* xyz 0 1
O -8.049 -0.107 1.153
C -8.757 0.684 1.751
C -8.810 0.829 3.185
C -9.651 1.735 3.708
O -9.787 1.956 5.003
C -10.546 2.607 2.847
O -11.276 3.380 3.440
C -10.474 2.475 1.410
C -9.631 1.572 0.887
O -9.476 1.369 -0.409
H -8.173 0.202 3.792
H -10.465 2.658 5.087
H -11.102 3.111 0.803
H -8.801 0.664 -0.499
O 1.201 -2.263 2.235
C 2.168 -1.770 1.680
C 2.149 -1.185 0.361
C 3.287 -0.678 -0.135
O 3.378 -0.117 -1.330
C 4.590 -0.703 0.639
O 5.572 -0.231 0.093
C 4.605 -1.276 1.965
C 3.466 -1.780 2.463
O 3.359 -2.325 3.661
H 1.211 -1.176 -0.180
H 4.307 0.158 -1.441
H 5.536 -1.279 2.512
H 2.424 -2.604 3.745
O 7.686 -1.492 -1.390
C 8.682 -0.960 -1.843
C 9.885 -1.654 -2.246
C 10.904 -0.938 -2.742
O 12.049 -1.461 -3.149
C 10.844 0.570 -2.893
O 11.842 1.104 -3.346
C 9.642 1.263 -2.499
C 8.619 0.551 -1.996
O 7.486 1.082 -1.582
H 9.920 -2.729 -2.142
H 12.592 -0.705 -3.454
H 9.608 2.337 -2.611
H 6.943 0.355 -1.203
O -0.833 -0.910 -0.890
P -1.720 -0.367 -2.171
O -1.656 1.273 -2.027
B -3.530 -0.672 -1.462
O -4.378 -1.562 -2.075
B -5.702 -1.395 -1.692
O -6.090 -0.085 -1.482
B -5.325 0.486 -0.482
O -4.019 0.037 -0.364
H -1.184 -0.684 -0.018
H -2.349 1.657 -1.473
H -6.403 -2.315 -1.437
H -5.770 1.307 0.242
*
```

These are the Löwdin partial charges, in e, on atoms 1 to 4: atom 1 (O): 0.09, atom 2 (C): -0.31, atom 3 (C): 0.07, atom 4 (C): -0.23



Molecular formula: C29H24F3NO4PbS2
Method: DFT, ωB97M-V/def2-TZVPD

For the energy above the lowest of the compared OMol25 structures with the same formula, charge and spin, the calculation gives 0.173 eV. The strongest force on any atom comes out at 2.4 eV/Å. The calculation puts the HOMO energy at -1.6 eV. As for the LUMO energy: 3.8 eV.

```
! wB97M-V def2-TZVPD RIJCOSX def2/J DEFGRID3
* xyz -2 1
Pb 10.493 10.786 12.444
C 13.027 7.474 10.718
C 11.976 6.622 11.372
C 11.677 6.767 12.758
C 10.553 6.111 13.283
C 10.106 6.224 14.699
C 9.771 5.341 12.417
C 10.138 5.047 11.115
C 9.337 4.097 10.185
C 11.198 5.782 10.612
H 13.038 7.258 9.656
H 14.029 7.350 11.154
H 12.788 8.563 10.845
H 12.249 7.428 13.437
H 10.150 5.251 15.239
H 9.103 6.672 14.683
H 10.721 6.916 15.257
H 8.819 4.881 12.764
H 9.930 3.805 9.302
H 8.383 4.538 9.754
H 8.993 3.223 10.731
H 11.503 5.612 9.568
O 14.779 10.957 11.546
C 13.639 11.425 11.514
O 12.531 10.746 11.322
C 13.513 13.003 11.430
C 14.679 13.627 11.014
C 14.646 14.987 10.670
C 13.510 15.747 10.773
C 12.300 15.058 11.067
C 12.283 13.688 11.479
S 10.762 13.342 12.271
H 15.593 13.003 10.941
H 15.535 15.432 10.233
H 13.461 16.821 10.500
H 11.376 15.619 11.007
O 12.358 9.154 15.938
C 11.636 10.090 15.544
O 11.769 10.628 14.351
C 10.576 10.635 16.517
C 10.959 11.080 17.764
C 10.078 11.603 18.705
C 8.696 11.696 18.376
C 8.272 11.137 17.161
C 9.183 10.679 16.163
S 8.505 10.203 14.616
H 12.035 11.039 17.965
H 10.396 12.085 19.637
H 8.015 12.253 19.020
H 7.201 11.048 16.905
F 6.777 11.952 5.692
C 6.017 11.725 6.847
F 5.287 12.856 6.995
F 5.074 10.772 6.466
C 6.860 11.293 8.020
C 8.186 10.866 7.804
C 8.825 10.208 8.854
N 8.292 10.071 10.076
C 7.093 10.606 10.311
C 6.289 11.186 9.319
H 8.762 10.990 6.878
H 9.799 9.755 8.681
H 6.683 10.476 11.319
H 5.239 11.424 9.617
*
```

These are the Löwdin partial charges, in e, on atoms 1 to 4: atom 1 (Pb): 0.96, atom 2 (C): -0.05, atom 3 (C): -0.26, atom 4 (C): 0.03



Molecular formula: C51H57HfN6S3Se
Method: DFT, ωB97M-V/def2-TZVPD

For the energy above the lowest of the compared OMol25 structures with the same formula, charge and spin, the calculation gives 0.000 eV. The strongest force on any atom comes out at 0.6 eV/Å. The calculation puts the HOMO energy at -14.7 eV. As for the LUMO energy: -7.0 eV.

```
! wB97M-V def2-TZVPD RIJCOSX def2/J DEFGRID3
* xyz 3 1
Hf -0.946 1.527 -1.511
C -2.176 4.171 -0.105
N -1.343 3.850 -1.291
C -0.066 4.599 -1.157
C -2.061 4.282 -2.516
C -1.272 3.885 -3.745
N -0.906 2.434 -3.703
C -1.905 1.656 -4.490
C 0.425 2.251 -4.343
H -2.271 5.255 -0.001
H -1.701 3.766 0.787
H -3.163 3.730 -0.221
H -0.248 5.671 -1.265
H 0.656 4.288 -1.913
H 0.360 4.397 -0.178
H -2.201 5.368 -2.507
H -3.049 3.818 -2.510
H -0.358 4.469 -3.820
H -1.852 4.088 -4.647
H -1.807 1.900 -5.550
H -2.914 1.895 -4.158
H -1.733 0.588 -4.354
H 0.427 2.716 -5.331
H 0.638 1.190 -4.438
H 1.201 2.715 -3.733
N 0.177 -0.031 -2.213
S 1.003 -1.200 -1.814
N 1.019 -1.566 -0.239
S 1.984 -1.128 0.895
N 2.113 0.384 1.265
S 0.859 1.401 1.419
N 0.208 1.820 0.148
C 1.644 2.759 2.223
C 2.945 3.093 1.864
C 3.504 4.243 2.394
C 2.767 5.042 3.262
C 1.464 4.701 3.598
C 0.887 3.554 3.074
C -0.270 0.744 2.605
C -1.570 0.469 2.217
C -2.454 -0.047 3.153
C -2.027 -0.272 4.454
C -0.717 0.010 4.831
C 0.176 0.519 3.906
C 1.452 -2.124 2.253
C 0.250 -2.811 2.212
C -0.082 -3.607 3.300
C 0.783 -3.714 4.380
C 1.986 -3.014 4.398
C 2.331 -2.206 3.331
C 3.657 -1.625 0.640
C 3.868 -2.989 0.459
C 5.164 -3.443 0.305
C 6.224 -2.542 0.345
C 5.995 -1.188 0.539
C 4.700 -0.713 0.692
C 2.667 -0.993 -2.377
C 3.386 -2.021 -2.968
C 4.672 -1.754 -3.420
C 5.211 -0.484 -3.285
C 4.473 0.539 -2.697
C 3.191 0.291 -2.240
C 0.390 -2.708 -2.480
C 0.764 -3.934 -1.938
C 0.269 -5.091 -2.513
C -0.590 -5.014 -3.606
C -0.959 -3.783 -4.129
C -0.467 -2.614 -3.567
H 3.511 2.464 1.190
H 4.518 4.516 2.137
H 3.214 5.933 3.680
H 0.896 5.324 4.276
H -0.129 3.285 3.338
H -1.917 0.670 1.211
H -3.475 -0.258 2.861
H -2.722 -0.661 5.186
H -0.395 -0.158 5.850
H 1.193 0.755 4.195
H -0.404 -2.728 1.355
H -1.014 -4.157 3.295
H 0.523 -4.352 5.214
H 2.659 -3.109 5.240
H 3.271 -1.668 3.328
H 3.040 -3.688 0.473
H 5.353 -4.500 0.171
H 7.238 -2.904 0.237
H 6.826 -0.497 0.583
H 4.505 0.336 0.857
H 2.958 -3.005 -3.097
H 5.243 -2.540 -3.895
H 6.209 -0.283 -3.652
H 4.897 1.530 -2.607
H 2.598 1.081 -1.793
H 1.417 -3.984 -1.078
H 0.546 -6.055 -2.108
H -0.975 -5.922 -4.049
H -1.631 -3.731 -4.974
H -0.746 -1.645 -3.955
C -6.280 -2.744 2.752
C -5.517 -1.854 1.814
C -4.440 -2.333 1.077
C -3.745 -1.535 0.174
C -2.615 -2.146 -0.607
C -4.163 -0.210 0.017
Se -3.363 0.871 -1.374
C -5.232 0.321 0.746
C -5.752 1.727 0.614
C -5.882 -0.525 1.642
H -5.776 -3.698 2.897
H -7.275 -2.950 2.354
H -6.414 -2.271 3.725
H -4.136 -3.368 1.197
H -2.271 -3.058 -0.120
H -1.767 -1.466 -0.707
H -2.935 -2.411 -1.618
H -5.142 2.345 -0.039
H -5.802 2.205 1.593
H -6.765 1.717 0.208
H -6.719 -0.129 2.207
*
```

These are the Löwdin partial charges, in e, on atoms 1 to 4: atom 1 (Hf): 1.27, atom 2 (C): -0.07, atom 3 (N): -0.38, atom 4 (C): -0.06



Molecular formula: C73H152CoN8O11
Method: DFT, ωB97M-V/def2-TZVPD

For the energy above the lowest of the compared OMol25 structures with the same formula, charge and spin, the calculation gives 0.702 eV. The strongest force on any atom comes out at 16.1 eV/Å. As for the expectation value of S²: 3.76. The calculation puts the HOMO energy (spin up / spin down) at -7.1 / -7.0 eV. As for the LUMO energy (spin up / spin down): 0.0 / 0.0 eV.

```
! wB97M-V def2-TZVPD RIJCOSX def2/J DEFGRID3
* xyz 0 4
Co -6.361 18.158 8.395
C -6.886 20.320 7.825
O -7.733 19.488 7.569
O -5.825 19.855 7.316
O -6.548 20.159 8.970
C -1.362 22.923 7.489
C -1.768 21.475 7.336
C -0.545 20.645 7.059
C 0.395 20.459 8.264
C -0.354 19.864 9.441
C -1.558 20.767 9.930
N -2.385 20.922 8.644
O -3.672 21.334 8.905
C -2.309 19.868 10.906
C -0.964 22.014 10.590
C -2.754 21.214 6.089
H -2.108 23.436 8.095
H -1.197 23.585 6.639
H -0.495 23.081 8.130
H -0.689 19.598 6.792
H 0.050 21.114 6.276
H 0.809 21.398 8.631
H 1.312 19.954 7.961
H 0.410 19.487 10.122
H -0.630 18.878 9.066
H -1.963 19.935 11.938
H -3.329 20.224 11.050
H -2.500 18.841 10.596
H -0.087 22.481 10.142
H -1.815 22.693 10.632
H -0.722 21.972 11.652
H -2.743 20.211 5.662
H -2.538 21.912 5.280
H -3.764 21.514 6.366
H -4.212 20.875 8.258
C -9.862 17.130 8.922
C -9.743 16.985 10.458
C -10.599 15.804 10.852
C -10.373 15.301 12.253
C -8.855 14.987 12.525
C -7.977 16.248 12.235
N -8.360 16.727 10.869
O -7.444 17.680 10.355
C -8.232 17.277 13.331
C -6.497 15.893 12.194
C -10.257 18.337 11.045
H -9.171 16.404 8.493
H -9.503 18.054 8.470
H -10.914 16.963 8.691
H -11.647 16.089 10.954
H -10.750 15.134 10.005
H -11.016 14.434 12.408
H -10.864 15.987 12.943
H -8.501 14.075 12.043
H -8.767 14.726 13.580
H -7.630 17.217 14.238
H -7.963 18.296 13.050
H -9.285 17.247 13.611
H -6.346 15.146 11.415
H -5.816 16.742 12.143
H -6.176 15.345 13.080
H -10.302 18.589 12.104
H -11.203 18.573 10.558
H -9.501 18.990 10.608
H -7.664 18.434 10.907
C -4.592 27.480 7.606
C -4.808 26.010 7.127
C -4.976 25.165 8.417
C -5.689 23.835 8.093
C -6.975 24.043 7.287
C -6.736 24.775 5.906
N -5.989 26.035 6.216
O -5.774 26.762 5.151
C -6.048 23.723 4.902
C -8.127 25.309 5.386
C -3.505 25.546 6.327
H -3.839 27.426 8.392
H -5.555 27.879 7.926
H -4.153 28.059 6.794
H -4.058 25.033 8.990
H -5.642 25.797 9.003
H -5.951 23.288 8.999
H -5.131 23.113 7.498
H -7.662 24.506 7.995
H -7.483 23.095 7.115
H -5.248 24.232 4.365
H -5.561 22.869 5.372
H -6.765 23.284 4.207
H -8.863 24.525 5.207
H -8.603 25.897 6.171
H -8.064 25.833 4.433
H -3.641 24.492 6.088
H -2.644 25.752 6.963
H -3.343 26.057 5.378
H -6.318 27.539 5.302
C -5.172 22.559 12.116
C -6.072 21.924 13.228
C -6.187 22.769 14.497
C -7.223 23.926 14.395
C -8.602 23.412 13.786
C -8.426 22.533 12.584
N -7.373 21.491 12.854
O -7.307 20.476 11.891
C -9.736 21.828 12.181
C -8.035 23.372 11.374
C -5.259 20.676 13.737
H -4.106 22.515 12.338
H -5.275 23.636 11.987
H -5.299 22.100 11.135
H -6.591 22.170 15.313
H -5.272 23.247 14.848
H -6.743 24.669 13.758
H -7.404 24.363 15.377
H -9.094 24.329 13.461
H -9.204 22.939 14.562
H -9.554 21.275 11.260
H -9.966 21.157 13.010
H -10.598 22.445 11.927
H -7.369 24.146 11.754
H -7.580 22.702 10.645
H -8.908 23.850 10.928
H -5.234 19.997 12.884
H -5.856 20.131 14.469
H -4.241 20.792 14.110
H -6.972 21.004 11.162
C -0.252 19.739 0.394
C -1.521 20.612 0.410
C -2.158 20.705 -1.078
C -2.809 19.382 -1.492
C -3.923 18.920 -0.472
C -3.439 18.897 0.985
N -2.575 20.067 1.340
O -2.156 20.146 2.598
C -4.706 18.981 1.927
C -2.656 17.649 1.232
C -1.129 22.036 0.785
H 0.370 19.473 1.249
H 0.314 20.275 -0.368
H -0.316 18.778 -0.116
H -2.821 21.556 -1.227
H -1.402 20.815 -1.855
H -2.008 18.666 -1.675
H -3.342 19.532 -2.430
H -4.231 17.946 -0.854
H -4.850 19.492 -0.521
H -5.071 20.008 1.885
H -5.548 18.456 1.476
H -4.593 18.657 2.961
H -2.072 17.253 0.401
H -2.007 17.673 2.107
H -3.329 16.848 1.536
H -1.988 22.701 0.697
H -0.329 22.408 0.146
H -0.796 22.041 1.823
H -2.406 21.056 2.775
C -6.860 16.872 5.631
C -5.422 16.306 6.040
C -4.369 17.213 5.368
C -2.923 17.190 5.990
C -2.896 17.260 7.522
C -3.979 16.365 8.229
N -5.303 16.484 7.492
O -6.350 15.963 8.117
C -3.428 14.961 8.221
C -4.185 16.862 9.662
C -5.287 14.823 5.649
H -7.055 16.773 4.564
H -6.945 17.938 5.839
H -7.749 16.345 5.978
H -4.165 17.041 4.311
H -4.670 18.250 5.520
H -2.245 17.934 5.573
H -2.508 16.223 5.704
H -2.936 18.288 7.882
H -1.906 16.879 7.776
H -3.164 14.730 7.189
H -2.591 14.908 8.918
H -4.243 14.326 8.567
H -4.993 16.318 10.153
H -3.286 16.751 10.269
H -4.421 17.925 9.707
H -5.879 14.554 4.774
H -5.775 14.264 6.447
H -4.226 14.624 5.496
H -6.035 15.058 8.058
C -11.380 20.132 3.285
C -10.224 20.879 3.951
C -10.400 22.403 3.806
C -11.534 22.971 4.593
C -11.247 22.615 6.114
C -11.143 21.068 6.270
N -10.116 20.596 5.330
O -9.843 19.307 5.602
C -10.913 20.734 7.800
C -12.494 20.320 5.899
C -8.892 20.548 3.262
H -11.163 19.999 2.225
H -12.438 20.380 3.365
H -11.408 19.125 3.702
H -9.501 22.955 4.082
H -10.645 22.575 2.758
H -12.504 22.700 4.176
H -11.644 24.043 4.430
H -12.039 23.072 6.708
H -10.278 22.994 6.436
H -10.835 19.653 7.920
H -10.021 21.206 8.214
H -11.738 21.064 8.432
H -13.065 20.849 5.136
H -12.430 19.246 5.729
H -13.340 20.290 6.586
H -8.031 20.985 3.767
H -8.936 20.849 2.215
H -8.572 19.507 3.215
H -8.980 19.360 6.021
C -11.630 16.294 5.418
C -13.029 15.815 4.900
C -13.209 16.561 3.520
C -14.217 15.934 2.535
C -13.968 14.459 2.406
C -13.898 13.605 3.710
N -13.059 14.362 4.652
O -12.721 13.605 5.773
C -15.328 13.360 4.281
C -13.240 12.225 3.351
C -14.153 16.284 5.819
H -11.616 17.372 5.578
H -10.862 15.867 4.774
H -11.442 15.783 6.362
H -13.550 17.572 3.742
H -12.248 16.616 3.009
H -14.030 16.423 1.579
H -15.236 16.241 2.768
H -13.035 14.246 1.884
H -14.719 14.008 1.757
H -15.807 14.291 4.587
H -16.112 12.976 3.629
H -15.284 12.716 5.159
H -12.998 11.561 4.182
H -13.856 11.646 2.664
H -12.306 12.369 2.808
H -15.072 16.540 5.291
H -13.777 17.243 6.178
H -14.403 15.695 6.701
H -11.796 13.417 5.597
*
```

These are the Löwdin partial charges, in e, on atoms 1 to 4: atom 1 (Co): 0.87, atom 2 (C): -0.82, atom 3 (O): -0.06, atom 4 (O): -0.12